# 1
Computed, not measured: C39H75BeBr2Cl5F7N8O6P as an isolated structure, with ωB97M-V with the def2-TZVPD basis set.

Positions of all 144 atoms, in Å:
H: -2.584 2.856 1.463
F: -7.782 -2.710 -1.994
H: 0.797 -7.012 1.083
H: -9.982 -0.873 1.866
F: 5.367 -6.159 -2.178
C: -7.071 -3.683 -2.633
C: 2.082 5.055 1.712
H: -2.135 2.735 -0.249
H: 0.777 6.600 3.373
C: 0.484 6.692 2.320
H: 1.163 5.258 -1.779
N: 3.234 -4.879 5.843
C: -9.681 -0.157 1.097
C: -4.340 6.982 -2.543
Cl: -1.101 -6.166 3.963
Br: -9.074 0.352 -1.658
H: -3.653 3.502 0.205
H: -6.775 -4.288 -7.130
H: 0.818 -1.793 -2.295
H: 7.013 -0.243 1.169
H: -1.253 7.860 -1.175
N: -1.919 4.684 0.595
F: 3.209 -3.673 -3.743
H: 4.798 -7.474 6.891
H: -0.678 -4.000 -0.275
H: -10.501 0.543 0.917
H: -0.538 7.058 2.345
H: -6.310 9.982 -1.590
N: -0.298 6.123 -0.516
N: 7.608 3.330 -1.713
C: 0.226 -5.103 2.422
C: 3.218 -4.276 0.244
H: 2.216 3.973 1.614
C: -3.781 8.367 -2.715
H: -4.195 10.318 -2.797
H: -1.652 7.469 0.469
H: 8.457 3.643 -2.167
N: 2.441 -3.900 1.507
H: 1.104 7.482 1.879
C: 0.925 -4.020 1.353
H: 4.368 -3.960 0.288
H: -5.056 6.765 -3.340
C: -1.311 -1.154 -0.081
C: 4.495 -2.563 2.623
C: 0.452 -4.381 -0.206
C: 2.908 -2.597 2.151
C: -6.352 -3.151 -3.870
H: 5.309 -0.651 4.527
H: -7.528 -1.944 -6.654
C: -0.838 7.437 -0.251
Br: -8.226 0.865 1.899
Cl: 3.486 -1.981 -1.352
H: -1.783 -2.137 -0.503
H: -0.660 -2.952 -2.182
C: 6.936 2.171 -2.003
H: 0.400 -5.527 -0.430
H: 2.394 -7.267 3.169
Cl: 3.351 -6.164 0.306
C: 3.647 -5.964 5.914
H: 5.843 -1.087 -0.044
C: 5.842 3.260 -0.366
H: 7.299 1.496 -2.767
O: -1.201 -0.046 -1.043
N: 0.666 5.436 1.634
C: 6.951 3.998 -0.713
C: 4.170 -7.338 6.005
H: -2.037 -0.794 0.794
H: 6.992 -1.068 3.741
H: 0.620 -4.932 3.538
H: -5.986 -1.582 -5.882
H: 2.533 5.330 2.674
C: 5.174 -1.089 2.215
C: 5.975 -0.502 3.560
H: 6.140 0.677 3.477
C: 6.307 -1.197 1.036
Cl: 3.399 5.699 -1.788
C: 2.692 -3.690 -1.171
H: 0.293 -0.427 1.353
C: -6.078 9.393 -2.480
C: -2.603 3.387 0.489
C: 0.060 -2.657 1.708
Be: 5.747 2.203 1.698
H: -6.546 9.858 -3.351
C: 3.333 -4.508 -2.486
C: -2.705 5.507 1.492
C: 0.159 -1.405 0.679
H: 7.328 4.939 -0.335
H: -2.126 6.001 2.266
F: -6.220 -4.203 -1.704
C: 0.844 6.246 -1.429
F: 2.611 -5.769 -2.791
F: 5.628 -4.337 -3.673
C: -6.695 -2.389 -6.102
C: 1.233 -7.385 3.342
H: -0.073 8.139 0.098
C: 5.832 2.103 -1.183
H: -6.463 8.380 -2.357
H: 2.757 -4.562 3.333
H: 0.215 -2.283 2.831
H: 3.362 -8.075 6.064
C: -6.059 -3.482 -6.940
H: 0.703 -3.290 -3.433
H: 2.816 -1.683 1.389
H: 0.885 -6.923 4.386
O: -5.150 -2.910 -3.949
O: 2.935 -4.836 2.390
H: 5.100 1.307 -1.173
H: -0.709 -7.193 2.186
F: -7.962 -4.674 -2.926
H: -3.528 6.251 -2.601
H: -1.102 -2.943 1.677
C: 0.364 -6.672 2.101
H: -5.205 -3.930 -6.424
H: 2.350 -2.367 3.183
H: 5.118 3.525 0.393
O: -2.581 8.570 -2.890
Cl: -2.353 -3.803 -1.623
H: 5.481 -4.000 -1.572
H: -8.249 -1.362 -0.038
H: -9.961 -1.619 -0.461
C: 0.529 -2.951 -2.301
C: -9.222 -0.875 -0.150
O: -0.143 3.319 1.269
H: 1.062 -1.399 -0.058
H: 1.691 6.725 -0.940
N: 1.235 -3.737 -1.280
H: 4.375 -0.273 1.955
H: -0.587 0.621 -0.579
H: 0.870 -8.508 3.364
H: -5.713 -3.083 -7.898
H: 4.580 -2.592 3.814
H: -4.819 6.890 -1.565
O: -7.242 -2.934 -4.891
H: 0.578 6.826 -2.323
H: -3.475 4.945 2.042
H: 4.780 -7.596 5.133
H: -0.950 -4.907 2.535
H: 2.656 5.536 0.914
N: -4.647 9.419 -2.673
H: 7.002 -2.130 1.157
P: -0.215 4.623 0.439
H: -3.264 6.259 0.918
H: 5.139 -3.460 2.247
C: 4.987 -4.712 -2.355

Calculated values
electronic energy	-297246.959	eV
HOMO-LUMO gap	1.24	eV
F_max	8.556	eV Å⁻¹

# 2
Computed, not measured: C35H52BBr60N3O3P2 as an isolated structure, with ωB97M-V with the def2-TZVPD basis set.

Positions of all 156 atoms, in Å:
H: -11.914 10.225 -8.723
H: 0.526 0.012 3.543
C: -1.307 -0.793 6.575
H: 7.749 1.416 -3.911
Br: 5.267 -13.021 -6.348
C: -8.404 1.011 0.082
H: -2.950 1.943 -5.045
Br: -3.709 -2.529 2.047
O: 2.614 -0.357 1.383
H: 3.174 1.283 2.462
H: -3.667 1.572 3.115
Br: -7.999 0.966 -8.648
Br: 0.091 0.511 6.892
Br: 5.021 -3.664 -2.119
Br: -6.078 -8.892 7.131
C: 11.015 4.019 -4.113
Br: 12.175 -17.911 -6.435
C: 5.947 2.062 0.061
Br: 5.873 2.262 1.988
H: 2.459 -0.939 -1.083
Br: -5.490 -2.351 4.710
H: 0.935 2.688 -2.204
Br: 2.277 8.504 7.930
H: -5.885 -3.592 2.596
Br: 4.378 6.243 8.804
C: -2.231 1.398 -0.146
Br: 4.329 -9.200 -1.148
H: -6.221 2.694 -8.524
H: -7.894 7.683 -7.879
H: 0.961 4.297 -0.669
Br: 12.361 2.734 -3.575
Br: -1.605 -1.056 4.680
Br: -4.352 -5.184 3.727
Br: 5.982 -13.892 -3.343
C: -2.596 1.273 2.925
H: 2.119 2.413 0.777
C: 2.205 0.758 2.178
C: -8.752 8.306 -7.643
H: -1.373 4.918 2.788
H: 1.870 -0.485 9.121
C: -6.126 -7.012 6.666
Br: 4.183 1.841 -0.715
H: -0.583 -0.567 -1.915
C: 1.593 0.345 3.602
H: 1.795 -1.936 -2.429
H: 0.749 -0.009 -2.984
Br: 9.667 0.049 -4.693
Br: -12.079 12.528 -7.809
Br: 11.403 -16.284 -3.780
Br: 0.435 6.892 4.232
H: -3.775 5.287 3.178
Br: 6.994 0.938 -6.228
Br: 9.359 3.777 -3.135
H: -4.821 0.900 -0.766
Br: 6.800 -0.852 -3.573
Br: 7.156 0.641 -0.466
B: 0.719 1.125 -0.996
H: -0.223 5.614 -1.008
H: -1.946 6.100 1.537
Br: 11.147 -8.152 0.465
Br: 8.653 -10.048 1.154
H: 2.063 -1.584 4.278
C: -12.770 10.847 -8.481
H: -4.570 1.828 1.325
H: 2.448 7.385 5.599
Br: 3.681 0.349 10.602
H: 1.065 2.623 2.190
Br: -7.655 2.190 1.427
C: -2.035 5.015 1.870
N: -4.453 3.319 -0.661
H: -5.102 3.166 -1.439
Br: -11.012 -3.462 3.890
H: 6.356 2.987 -0.336
Br: -13.796 9.903 -7.136
C: 4.723 -4.084 -3.989
Br: -2.939 -0.340 7.515
C: 2.334 7.076 4.564
Br: -9.752 8.539 -9.285
H: 5.674 -3.955 -4.498
H: 6.264 -15.123 -5.480
H: -5.419 -6.866 5.855
N: 2.491 -0.657 4.277
O: -0.181 -1.101 1.434
Br: -10.572 -0.440 4.872
C: 5.960 -9.614 -2.108
H: 11.394 5.004 -3.856
C: -1.566 2.079 2.339
Br: -8.065 9.988 -6.974
C: 1.361 1.851 1.405
Br: -13.779 11.087 -10.117
Br: 8.298 -13.703 -5.553
H: 1.696 1.288 4.232
Br: 10.729 4.001 -6.028
C: 0.153 1.320 0.530
H: 6.347 -10.540 -1.693
H: 11.000 -15.740 -6.168
Br: -3.615 2.224 -2.647
H: 1.598 6.466 0.239
Br: -5.156 3.043 -5.347
C: 1.512 -1.399 -1.473
P: -4.086 1.859 -0.014
Br: -7.866 -6.480 6.002
C: -3.902 1.810 -4.535
C: -1.175 2.169 0.788
H: -2.084 1.510 -1.255
Br: 5.627 -9.931 -3.989
H: -0.917 2.701 3.032
C: 2.551 6.873 8.941
Br: -8.179 4.069 -7.857
Br: 9.100 -17.288 -5.773
C: 0.879 5.848 0.873
Br: -8.345 -0.845 0.640
Br: -7.576 1.265 -1.655
Br: -4.431 -0.038 -4.801
H: -2.551 -0.543 0.730
C: -3.568 4.778 2.180
Br: 8.414 -6.872 1.555
C: 0.135 4.895 -0.200
O: 1.543 2.112 -1.711
C: 2.910 -0.779 9.229
C: -0.513 -0.097 0.819
Br: 2.921 -2.648 9.740
Br: 4.194 -5.931 -4.232
C: -7.241 2.730 -8.897
Br: -7.143 3.215 -10.771
H: 1.042 -2.163 -0.800
H: -10.461 -1.420 2.590
Br: -12.918 -1.126 2.794
C: 7.796 0.514 -4.516
H: -2.319 0.214 3.273
H: -3.859 3.702 2.315
H: 2.373 7.111 9.985
N: -1.848 -0.011 0.215
C: -4.987 -3.436 3.186
Br: 7.317 -8.259 -1.837
H: 2.301 -1.187 1.785
H: -9.451 1.279 -0.025
C: -11.144 -1.588 3.419
Br: 3.469 -2.861 -4.817
H: 0.185 6.571 1.370
Br: -5.544 -5.890 8.134
H: -0.963 -1.743 6.975
C: 6.429 -14.082 -5.218
H: 1.505 5.235 1.579
H: 9.950 -8.512 2.611
C: 10.930 -16.673 -5.617
Br: -9.784 7.365 -6.301
Br: 1.277 5.501 8.444
Br: 3.126 8.461 3.465
C: 9.592 -8.410 1.591
H: 2.702 -0.349 5.232
P: -1.358 3.984 0.430
Br: 3.758 -0.500 7.510
C: 0.485 -0.217 -1.894
H: -4.272 5.248 1.442
Br: 3.263 5.385 4.371

Calculated values
electronic energy	-4269538.282	eV
HOMO-LUMO gap	6.00	eV
F_max	4.221	eV Å⁻¹

# 3
Computed, not measured: a 2-piece molecular cluster, C2H8O2 overall, with ωB97M-V with the def2-TZVPD basis set.

Positions of all 12 atoms, in Å:
H: -0.537 2.368 -2.286
H: -0.339 -2.461 2.037
O: 0.507 -1.109 0.668
O: -0.414 1.287 -0.603
H: 1.121 2.005 -1.789
H: -1.137 -0.834 1.921
C: -0.190 -1.394 1.896
H: 0.099 0.578 -0.176
H: 0.135 0.736 -2.574
C: 0.112 1.587 -1.888
H: 0.282 -1.832 0.072
H: 0.360 -0.932 2.721

Calculated values
SMILES string	CO.CO
ΔE to the lowest compared entry with this formula, charge and spin	0.6436	eV
electronic energy	-6297.767	eV
HOMO-LUMO gap	10.63	eV
F_max	1.315	eV Å⁻¹

# 4
Computed, not measured: an isolated ion of composition C4H7N2O and charge +1, with ωB97M-V with the def2-TZVPD basis set.

Positions of all 14 atoms, in Å:
N: 2.460 0.157 -0.342
N: 0.148 -0.341 0.043
H: -1.601 -1.470 0.855
H: -3.792 1.412 -0.964
H: 3.152 0.901 -0.188
C: -2.155 0.443 0.049
C: 1.043 0.430 0.540
O: 1.086 1.280 1.389
H: 0.614 -1.122 -0.497
C: -1.266 -0.465 0.396
C: -3.119 1.273 -0.031
H: 3.074 -0.620 -0.057
H: 2.263 0.280 -1.406
H: -3.265 2.077 0.637

Calculated values
SMILES string	C=C=CNC([NH3+])=O
ΔE to the lowest compared entry with this formula, charge and spin	3.1035	eV
electronic energy	-9279.687	eV
HOMO-LUMO gap	9.80	eV
charge	+1
F_max	4.848	eV Å⁻¹

# 5
Computed, not measured: one molecule with the formula C16H14ClN3O4, with ωB97M-V with the def2-TZVPD basis set.

Positions of all 38 atoms, in Å:
H: -1.774 -1.406 -0.788
C: 5.172 0.300 2.937
H: -1.442 2.291 -2.865
C: 4.185 -0.823 2.656
H: 6.037 0.119 2.292
H: -3.476 2.840 -4.212
C: -2.379 1.786 -2.690
C: 1.942 -2.615 1.740
H: -5.717 -0.005 -1.957
N: 3.106 -0.465 1.900
C: -0.040 -1.330 0.239
H: 2.706 -3.105 2.318
H: 5.513 0.152 3.963
C: -4.771 0.477 -2.152
O: -6.895 1.160 -3.651
C: -3.640 0.167 -1.422
C: 1.053 -0.622 0.716
C: 4.681 1.731 2.752
N: -1.060 -0.744 -0.506
C: -3.501 2.095 -3.431
Cl: -1.486 -3.615 -0.055
O: -5.766 2.579 -4.803
H: 5.438 2.418 3.121
C: -4.691 1.432 -3.159
C: 2.045 -1.254 1.464
H: 1.121 0.431 0.496
N: -5.873 1.748 -3.928
H: -3.714 -0.555 -0.622
H: 3.767 1.909 3.316
H: 3.047 0.502 1.612
H: 0.770 -4.381 1.480
H: 4.511 1.971 1.704
O: -0.365 1.422 -0.715
C: 0.854 -3.327 1.268
C: -1.179 0.546 -0.920
O: 4.380 -1.944 3.070
C: -0.126 -2.697 0.527
C: -2.435 0.812 -1.695

Calculated values
SMILES string	CCC(=O)Nc1ccc(Cl)c(NC(=O)c2ccc([N+](=O)[O-])cc2)c1
electronic energy	-42000.817	eV
HOMO-LUMO gap	7.64	eV
F_max	1.336	eV Å⁻¹

# 6
Computed, not measured: C26H27BrCrI2N5O3Te as an isolated structure, with ωB97M-V with the def2-TZVPD basis set.

Positions of all 66 atoms, in Å:
C: 0.267 2.750 -0.659
H: 3.786 0.695 1.087
H: 0.452 -1.857 0.368
C: 0.866 4.753 0.585
H: 3.821 0.286 2.814
Te: -1.246 -2.389 -2.419
C: -5.384 -2.403 -1.598
C: 3.301 -3.044 3.265
H: -2.076 1.351 0.486
C: -5.486 -1.035 -1.714
H: -6.495 -4.215 -1.287
C: -0.376 4.895 -1.541
H: -4.416 -2.889 -1.676
H: -8.801 -0.595 -1.333
N: -0.391 2.172 -1.690
C: 4.190 -2.375 4.306
C: 0.007 -1.085 0.987
H: 4.799 -3.118 4.824
C: -1.439 0.685 1.057
C: 3.043 -1.275 1.519
H: 4.792 0.990 -3.442
H: 4.864 -1.650 3.845
H: 2.665 -3.785 3.742
H: -8.677 -3.056 -1.121
C: -0.461 -0.066 3.087
H: 2.515 2.071 -3.663
O: -1.091 2.290 -3.829
C: -6.681 -0.382 -1.621
H: 2.872 -2.354 -1.514
C: -0.884 4.331 -2.645
C: 1.193 -1.903 3.090
N: 2.433 -2.105 2.567
H: 4.007 -1.738 1.301
C: 2.837 -1.372 -1.971
H: 0.472 4.347 1.516
C: 2.668 1.107 -3.194
C: -1.326 0.791 2.434
Cr: -0.249 0.085 -2.032
Br: -6.780 1.515 -1.777
N: -0.804 -0.245 0.354
C: -7.850 -1.106 -1.406
H: 2.470 -1.342 0.599
C: 0.250 -1.005 2.350
H: 3.907 -3.555 2.514
H: 0.694 5.827 0.556
H: -0.380 5.963 -1.370
H: 4.936 -1.246 -2.361
H: -1.891 1.541 2.970
I: -3.069 0.059 -2.213
I: 0.820 -4.429 -2.334
C: -6.546 -3.136 -1.381
H: -1.328 4.910 -3.439
H: 3.576 -1.858 5.044
C: 3.247 0.188 1.890
C: 1.626 -0.691 -2.114
H: 2.297 0.708 2.006
C: -0.806 2.880 -2.790
N: 0.205 4.145 -0.552
H: -0.324 -0.028 4.160
O: 0.902 2.124 0.191
H: 1.939 4.555 0.565
C: 3.903 0.504 -3.066
C: 3.974 -0.754 -2.454
O: 0.836 -2.419 4.144
C: -7.772 -2.486 -1.288
N: 1.597 0.472 -2.728

Calculated values
ΔE to the lowest compared entry with this formula, charge and spin	0.6465	eV
⟨S²⟩	6.2219
electronic energy	-162955.145	eV
HOMO-LUMO gap (spin up / spin down)	6.55 / 6.77	eV
charge	-1
F_max	0.650	eV Å⁻¹
multiplicity	5

# 7
Computed, not measured: a 2-piece molecular cluster, C10H12N2 overall, with ωB97M-V with the def2-TZVPD basis set.

Positions of all 24 atoms, in Å:
C: -0.667 -1.745 -0.759
H: -2.502 -0.053 -1.838
C: -1.071 -1.642 -2.163
H: -1.819 -2.407 -2.385
H: 2.956 2.795 2.915
C: 1.943 2.404 2.847
C: -2.371 -0.084 -5.058
H: 0.183 3.020 1.988
N: 1.161 2.927 1.725
H: -0.096 -1.912 1.401
H: -0.206 0.760 2.693
H: -0.211 -1.844 -2.806
C: 0.522 0.450 1.931
N: 1.620 -1.805 2.715
H: 2.319 1.289 0.963
H: 1.449 2.234 3.810
C: -1.644 -0.250 -2.492
H: -0.024 0.273 1.011
C: -0.344 -1.806 0.397
H: -0.901 0.524 -2.259
C: -2.048 -0.137 -3.883
C: 1.566 1.526 1.720
C: 1.131 -0.811 2.376
H: -2.714 0.043 -6.071

Calculated values
SMILES string	N#CC[C@@H]1CN1.C#CCCC#C
ΔE to the lowest compared entry with this formula, charge and spin	5.7154	eV
electronic energy	-13539.086	eV
HOMO-LUMO gap	10.65	eV
F_max	2.514	eV Å⁻¹

# 8
Computed, not measured: a 2-piece molecular cluster, C6H6F6O overall, with ωB97M-V with the def2-TZVPD basis set.

Positions of all 19 atoms, in Å:
F: 2.362 0.590 -1.650
H: -2.533 -0.480 1.941
F: 3.596 1.159 -0.010
C: -1.571 -0.003 -1.386
C: 1.401 0.612 0.537
O: 1.747 0.688 1.818
H: -3.056 0.545 0.515
F: 0.635 1.678 0.019
F: -0.308 -2.013 1.451
F: 0.267 -2.039 -0.694
H: -2.240 -0.555 -2.155
H: 1.166 1.309 2.354
C: -0.473 -1.440 0.211
H: -0.574 0.169 -1.789
F: 3.021 -0.946 -0.289
C: -1.554 -0.510 -0.039
C: -2.434 -0.164 0.869
H: -2.060 1.081 -1.360
C: 2.608 0.321 -0.342

Calculated values
ΔE to the lowest compared entry with this formula, charge and spin	2.4377	eV
electronic energy	-24667.625	eV
HOMO-LUMO gap (spin up / spin down)	7.56 / 8.78	eV
F_max	4.948	eV Å⁻¹